(1)
The following is a DFT calculation (the ωB97M-V functional and the def2-TZVPD basis) of 12 unconnected molecules or ions with the total composition C45H69F3O9 at a distorted geometry.

Structure (XYZ):
```
126
Properties=species:S:1:pos:R:3:mulliken_charge:R:1
F -10.22 28.97 10.75 0.01
F -6.85 34.18 8.28 -0.10
F -5.52 27.67 9.79 -0.15
O -6.29 36.45 13.14 -0.60
O -11.16 34.12 14.64 -0.54
O -12.20 25.15 11.74 -0.69
O -9.02 29.44 6.29 -0.44
O -10.79 28.27 15.35 -0.50
O -14.03 31.43 14.29 -0.59
O -3.83 30.31 8.43 -0.64
O -10.10 34.87 6.45 -0.58
O -13.31 29.72 8.62 -0.50
C -5.03 30.35 8.42 0.64
C -8.07 25.55 11.18 -0.15
C -6.85 38.20 9.06 -0.78
C -8.99 32.79 6.30 0.53
C -13.56 30.32 14.33 0.53
C -8.76 31.92 12.24 -0.27
C -5.85 30.13 7.17 -0.40
C -7.29 24.52 11.69 -1.16
C -6.83 35.50 8.59 0.20
C -10.41 28.90 4.42 -1.40
C -12.92 31.81 9.65 -0.68
C -12.67 27.06 10.41 0.02
C -10.08 28.98 5.90 0.68
C -5.91 24.58 11.59 -0.41
C -10.77 27.08 15.10 0.68
C -5.79 37.63 8.40 -0.35
C -12.40 29.97 13.44 1.25
C -12.03 25.75 10.70 0.75
C -9.67 30.21 10.85 -0.23
C -10.41 26.57 13.73 -0.34
C -11.04 28.38 6.87 -0.39
C -5.77 36.26 8.16 -0.56
C -10.95 32.16 15.97 -1.02
C -5.30 25.67 11.00 -0.66
C -11.18 25.18 9.58 -1.46
C -8.62 32.73 11.12 -0.56
C -7.92 36.04 9.22 0.15
C -13.62 30.49 9.50 0.92
C -7.47 26.64 10.58 -0.22
C -8.39 34.78 4.81 -1.19
C -7.83 34.93 14.14 -0.91
C -8.99 32.26 9.87 1.27
C -14.67 30.13 10.53 -0.78
C -11.62 33.43 15.51 1.05
C -9.54 30.99 9.73 0.30
C -7.90 37.40 9.48 -0.70
C -5.84 30.63 9.67 -0.48
C -11.17 26.04 16.11 -1.53
C -7.44 36.22 13.45 0.78
C -6.10 26.67 10.48 0.08
C -9.27 34.20 5.89 0.61
C -9.32 30.66 12.10 -0.90
C -8.53 37.21 13.16 -0.94
C -12.86 33.82 16.26 -1.23
C -14.01 29.31 15.34 -1.38
H -4.93 35.77 7.67 0.46
H -8.08 34.04 4.08 0.35
H -11.65 31.36 16.20 0.26
H -11.43 26.49 17.07 0.38
H -10.00 29.77 3.90 0.36
H -8.75 37.81 10.01 0.46
H -10.60 25.96 9.10 0.17
H -7.59 35.02 15.20 0.56
H -8.01 32.71 6.76 -0.42
H -11.51 30.36 13.94 -0.10
H -6.52 30.99 7.05 -0.25
H -7.75 23.64 12.13 0.43
H -7.21 34.11 13.77 0.23
H -5.89 31.69 9.90 0.44
H -12.26 28.90 13.28 -0.07
H -5.26 30.01 6.27 0.43
H -6.86 30.27 9.59 -0.31
H -14.40 28.41 14.84 0.37
H -8.25 33.74 11.26 0.39
H -9.85 28.04 4.04 0.34
H -12.50 30.50 12.49 -0.80
H -14.22 29.61 11.38 -0.17
H -8.76 35.41 9.48 0.44
H -10.31 27.39 13.02 -0.26
H -4.94 38.22 8.06 0.38
H -5.32 23.75 11.97 0.36
H -11.86 24.77 8.82 0.46
H -12.58 31.91 10.68 0.20
H -5.29 30.15 10.48 0.40
H -11.46 28.73 4.26 0.37
H -13.19 28.96 15.98 0.23
H -14.79 29.73 15.98 0.43
H -10.42 32.41 16.90 0.58
H -12.95 34.91 16.25 0.40
H -9.34 37.16 13.89 0.39
H -8.82 32.92 9.03 -0.58
H -9.46 30.00 12.95 0.57
H -7.47 35.13 5.29 0.21
H -4.23 25.74 10.88 0.46
H -8.12 38.22 13.15 0.37
H -10.19 31.81 15.27 -0.08
H -6.52 29.28 7.31 0.23
H -9.15 25.49 11.28 0.74
H -9.74 32.46 7.02 -0.36
H -12.08 28.41 6.57 0.45
H -9.85 30.64 8.75 -0.23
H -8.88 35.64 4.35 0.36
H -13.58 32.64 9.43 0.50
H -8.99 37.00 12.19 0.06
H -13.73 33.45 15.72 0.24
H -15.21 31.00 10.90 0.39
H -13.44 27.33 11.14 0.32
H -8.87 34.67 13.96 0.13
H -8.65 32.33 13.24 -0.01
H -11.18 25.88 13.37 0.36
H -10.34 25.36 16.30 0.40
H -9.48 26.00 13.77 0.51
H -15.38 29.45 10.06 0.39
H -10.75 27.33 7.04 0.20
H -6.90 39.24 9.35 0.38
H -12.09 31.83 8.94 -0.14
H -12.89 33.40 17.26 0.34
H -12.01 25.46 15.72 0.35
H -13.20 26.99 9.45 0.54
H -8.07 27.46 10.19 0.57
H -8.98 32.10 5.46 0.49
H -10.55 24.39 9.97 0.48
H -10.94 28.85 7.85 -0.14
H -11.94 27.86 10.31 -0.50
```

Values from the calculation:
Structure (SMILES): Fc1ccccc1.Fc1ccccc1.Fc1ccccc1.CC(C)=O.CC(C)=O.CC(C)=O.CC(C)=O.CC(C)=O.CC(C)=O.CC(C)=O.CC(C)=O.CC(C)=O
Multiplicity: 1
Highest occupied orbital energy: -0.33046 Ha
Energy relative to the best compared isomer or geometry (same formula, charge and spin): 0.0 kcal per mole

(2)
The following is a DFT calculation (the ωB97M-V functional and the def2-TZVPD basis) of a molecular structure, C45H70F2I2N6O10S2 at a distorted geometry.

Structure (XYZ):
```
137
Properties=species:S:1:pos:R:3:mulliken_charge:R:1
I 1.75 4.03 6.01 0.07
I 0.75 3.72 2.59 0.25
S 7.00 -5.25 -3.60 -0.09
S 7.24 -2.47 -2.50 -0.12
F 1.11 -2.96 1.88 -0.35
F -0.27 -3.28 6.66 -0.32
O 8.32 0.38 7.83 -0.55
O 4.67 -0.67 -1.64 -0.52
O 2.37 -5.73 -3.44 -0.38
O 3.94 3.40 1.48 -0.53
O 7.97 1.40 5.72 -0.28
O -3.25 5.73 2.11 -0.63
O -0.61 -7.78 -0.30 -0.57
O -6.65 4.25 -1.14 -0.57
O -2.61 5.08 -4.58 -0.64
O -11.85 0.42 -0.43 -0.54
N -0.93 -8.56 -2.44 0.17
N 4.69 -3.95 -2.70 0.51
N -4.45 6.43 -4.81 0.08
N -12.09 -0.34 -2.58 0.12
N -8.15 2.65 -0.45 0.20
N -3.05 5.41 -0.15 0.21
C 2.74 -5.55 -2.03 -0.33
C 3.99 -3.94 -4.02 -0.56
C -3.94 7.07 -6.00 -0.96
C -1.58 -9.52 -3.31 -0.90
C 4.32 2.23 1.29 0.16
C 7.20 1.06 3.29 0.08
C 5.81 1.89 0.76 -0.01
C 8.14 0.57 4.52 -0.90
C 7.53 0.41 -0.68 -0.79
C 3.40 0.92 1.53 0.32
C -12.32 -0.36 -1.24 0.12
C -12.69 -1.30 -3.48 -0.92
C 0.16 -2.03 4.59 -0.66
C 2.29 2.26 4.86 -0.33
C -5.75 6.83 -4.29 -0.80
C 8.00 1.99 2.24 -0.41
C 7.58 0.56 6.83 0.49
C 0.35 -0.58 3.91 -0.31
C -7.39 1.57 -1.05 -1.05
C -3.70 5.46 -4.20 -0.08
C -11.23 0.69 -3.13 -0.85
C 2.45 -4.36 -3.97 -0.52
C -7.68 3.92 -0.57 0.07
C 3.70 -0.31 0.60 0.03
C 7.02 2.86 1.26 -1.18
C -9.39 2.34 0.24 -0.77
C 2.94 -1.65 0.72 -1.01
C 6.16 -3.95 -2.92 -0.33
C -2.57 5.53 1.12 0.30
C 2.27 0.83 2.59 0.35
C 6.15 -0.16 6.83 -0.40
C 7.36 -2.29 -0.65 -0.36
C 1.47 -0.52 2.77 0.61
C 1.93 2.09 3.50 -0.74
C -4.47 5.53 -0.38 -0.57
C -0.44 -1.94 6.09 -0.22
C 1.82 -1.71 1.81 0.23
C -2.17 5.17 -1.28 -0.85
C -1.12 -8.56 -1.09 0.06
C -0.06 -7.55 -3.02 -0.79
C 8.13 -0.98 -0.16 -0.77
C 4.25 -5.07 -1.81 -0.68
C 4.85 -0.13 -0.52 0.25
C 6.09 0.78 -0.11 0.95
C 3.11 1.13 5.63 -0.93
H -9.85 3.25 0.63 0.27
H -10.24 0.61 -2.67 0.21
H 9.21 -1.05 -0.58 0.32
H 0.60 0.15 4.76 0.19
H 6.17 -1.25 7.14 0.32
H -13.31 -2.01 -2.94 0.29
H 7.98 -3.20 -0.27 0.50
H -2.28 5.99 -1.99 0.30
H -5.72 7.89 -4.05 0.34
H 4.01 -2.84 -4.39 0.24
H 6.89 0.09 2.74 0.06
H -6.51 6.65 -5.06 0.36
H 7.47 0.40 -1.83 0.50
H -1.80 -9.36 -0.75 0.27
H -4.81 6.51 -0.03 0.29
H 1.97 -4.36 -5.02 0.32
H 4.31 -4.67 -0.73 0.17
H 6.61 3.72 1.88 0.34
H 9.26 0.64 4.23 0.40
H 0.94 -7.65 -2.59 0.14
H -3.77 6.31 -6.77 0.30
H 1.10 -2.68 4.60 0.38
H -10.07 1.86 -0.45 0.28
H -11.89 -1.85 -4.00 0.33
H 4.92 -6.00 -1.84 0.42
H -2.20 -10.21 -2.73 0.31
H -2.99 7.55 -5.77 0.30
H 0.04 -1.14 6.73 0.24
H -0.45 -6.56 -2.78 0.28
H 6.24 1.52 3.68 0.16
H -0.81 -10.09 -3.84 0.32
H 3.21 -2.50 0.02 0.57
H 8.27 -0.97 0.99 0.17
H 5.43 0.41 7.52 0.26
H -0.64 -0.26 3.41 0.33
H 6.33 -2.40 -0.16 0.06
H 3.49 0.32 4.92 0.19
H -2.20 -8.99 -4.03 0.31
H 8.72 2.66 2.83 0.47
H -1.13 5.10 -0.96 0.29
H 1.95 -4.86 -1.57 0.26
H -4.65 7.81 -6.37 0.38
H -13.30 -0.78 -4.22 0.33
H -11.64 1.67 -2.89 0.29
H -8.33 4.67 -0.09 0.30
H 7.69 3.20 0.39 0.37
H -6.00 6.26 -3.39 0.18
H 2.43 0.67 6.44 0.34
H 7.95 -0.51 4.82 0.42
H 8.32 1.22 -0.44 0.29
H 8.68 1.27 1.64 0.13
H 1.83 -3.63 -3.34 0.28
H 5.72 -0.04 5.76 -0.02
H 4.54 -4.54 -4.83 0.38
H -11.14 0.58 -4.21 0.37
H -0.63 -2.58 3.96 0.25
H -7.89 0.61 -0.87 0.38
H -1.58 -1.81 6.00 0.22
H 3.98 1.66 6.16 0.49
H -9.17 1.66 1.07 0.30
H -2.46 4.23 -1.76 0.33
H 2.60 -6.59 -1.55 0.34
H -4.18 5.04 -3.31 0.48
H -7.30 1.74 -2.12 0.30
H -4.71 5.42 -1.44 -0.08
H -1.47 5.42 1.18 0.06
H -0.01 -7.67 -4.11 0.39
H -4.99 4.76 0.19 0.36
H -6.39 1.55 -0.60 0.31
H -12.99 -1.18 -0.93 0.24
```

Values from the calculation:
Multiplicity: 1
Highest occupied orbital energy: -0.31130 Ha

(3)
The following is a DFT calculation (the ωB97M-V functional and the def2-TZVPD basis) of a molecular structure, C45H77Br2Cl3CsF2IMgN3O16P3S3 at a distorted geometry.

Structure (XYZ):
```
157
Properties=species:S:1:pos:R:3:mulliken_charge:R:1
Cs -4.62 5.91 -6.87 0.98
I 0.74 -2.94 -0.44 0.11
Br 11.21 -0.58 -0.57 -0.12
Br 10.40 -0.74 -4.17 -0.13
Cl -12.98 10.57 -7.61 -0.37
Cl -0.23 -8.59 -2.67 -0.18
Cl -3.67 2.05 -0.30 -0.19
S -4.26 2.92 -4.92 0.45
S 1.09 -9.45 -1.25 0.98
S -3.97 2.71 1.70 1.01
P -2.28 -3.80 1.66 -0.17
P -4.29 -3.49 2.48 1.01
P 2.11 0.07 0.34 0.95
Mg -3.42 4.82 -0.28 0.55
F 0.21 -4.55 2.46 -0.44
F 2.68 0.43 4.82 -0.13
O 0.30 -9.86 0.04 -0.53
O 3.15 -0.46 -0.95 -0.43
O 2.85 1.56 0.95 -0.49
O -5.36 -3.15 1.34 -0.67
O -5.80 0.00 3.99 -0.89
O 1.58 -10.81 -1.89 -0.56
O -3.84 3.84 -6.03 -0.65
O -4.82 -5.00 3.23 -0.53
O -4.39 -2.25 3.70 -0.36
O -5.42 3.27 1.85 -0.53
O -1.75 9.53 -6.83 -0.77
O 2.55 -3.47 2.08 0.33
O 5.14 1.57 -0.60 -0.71
O 0.76 0.55 -0.35 -0.74
O 6.81 0.24 -0.11 -0.57
O -2.93 3.85 2.02 -0.57
N 4.16 -3.11 0.17 0.03
N -1.11 -2.60 2.15 0.91
N 6.31 1.19 -0.73 1.10
C 4.83 -4.43 2.19 -1.21
C -13.93 7.40 -7.07 -1.13
C 4.56 -0.06 6.16 -0.20
C 3.53 -4.01 1.20 0.10
C 8.50 1.49 -1.87 -0.05
C 11.90 -1.51 -3.19 -0.57
C 9.30 2.17 -2.78 -0.28
C 1.93 -1.07 1.83 1.07
C 0.21 -3.04 2.57 -0.05
C 1.50 -2.63 1.57 -0.96
C -11.19 6.67 -8.38 -0.84
C -6.06 2.78 -4.98 -0.78
C 3.82 0.83 5.39 0.50
C 8.79 3.26 -3.49 -0.57
C -12.64 8.19 -6.88 -0.05
C 2.56 -8.30 -0.86 -0.29
C 7.48 3.68 -3.29 -0.48
C -1.49 -1.19 2.10 -0.73
C 6.08 -2.03 2.76 -0.78
C -3.66 1.30 2.94 -0.27
C -10.45 5.98 -7.23 -0.36
C 2.19 -6.83 -1.52 -0.92
C -1.68 -4.43 5.05 -0.43
C 7.17 1.91 -1.67 -0.09
C 3.08 -5.51 0.59 -0.52
C -3.30 -3.61 7.23 -0.36
C -11.70 8.08 -8.08 -0.85
C -1.01 -2.07 6.42 -0.38
C 11.46 -2.03 -1.84 -0.56
C 6.16 -4.06 4.43 -1.11
C -1.60 -0.35 3.50 0.66
C 6.66 3.01 -2.37 -0.28
C 5.75 0.35 6.75 -0.56
C 6.19 1.67 6.58 -0.53
C -2.99 -4.70 6.05 -0.34
C -2.03 1.22 3.17 -0.78
C 4.25 2.14 5.21 -0.56
C 5.19 -3.29 3.30 1.07
C 5.44 2.56 5.81 -0.53
C -0.68 -3.14 5.19 0.04
C 0.60 -2.81 4.18 0.39
C -2.30 -2.32 7.42 -0.43
C -9.18 6.71 -6.82 -1.01
C 3.25 -5.62 -1.04 -0.29
C -4.20 3.87 -3.38 -0.86
H -14.58 7.53 -6.20 0.39
H -1.77 1.92 4.08 0.30
H 3.50 -8.81 -1.37 0.35
H -10.52 6.71 -9.25 0.35
H -4.72 -5.74 2.55 0.34
H 6.10 -3.45 5.43 0.23
H 7.27 -3.90 4.02 0.30
H -3.16 4.11 -3.16 0.35
H 12.26 -2.33 -3.82 0.34
H -12.03 6.03 -8.68 0.34
H -12.89 9.25 -6.73 0.13
H -14.47 7.75 -7.95 0.28
H 8.91 0.65 -1.32 0.18
H -12.21 8.46 -8.97 0.55
H 2.98 -4.66 -1.64 0.25
H 10.52 -2.59 -1.87 0.38
H 2.98 -1.09 2.40 -0.27
H 6.34 -0.35 7.34 0.38
H -6.44 0.68 4.11 0.09
H 1.18 -0.54 2.60 -0.34
H 4.61 -5.43 2.79 0.40
H 1.10 -6.57 -1.12 0.43
H -4.62 3.28 -2.56 0.21
H 6.59 -1.47 3.68 0.30
H 2.65 -8.30 0.30 0.30
H 4.32 -6.04 -1.26 0.27
H -3.69 -5.65 5.88 0.27
H -4.25 1.51 3.94 0.37
H 3.66 2.82 4.61 0.37
H 3.68 -6.39 1.06 0.25
H -2.47 -3.61 0.21 0.07
H -4.24 -3.78 7.91 0.28
H -1.53 -5.24 4.20 0.33
H -6.42 2.22 -4.12 0.36
H -0.53 -0.26 4.02 -0.37
H -1.51 1.62 2.19 0.37
H 4.28 -2.19 0.64 -0.30
H 12.67 -0.74 -3.13 0.37
H -0.77 -0.59 1.39 -0.32
H 6.83 -2.28 1.89 0.25
H -4.07 0.33 2.42 0.18
H 4.29 -2.87 3.91 -0.27
H 2.14 -6.95 -2.68 0.36
H -6.34 2.25 -5.90 0.32
H 5.31 -1.23 2.31 -0.01
H 10.33 1.85 -2.95 0.48
H 1.40 -3.66 4.42 0.44
H -0.88 9.90 -6.87 0.22
H 7.09 4.54 -3.84 0.38
H -2.31 -0.80 4.30 0.19
H 1.07 -1.76 4.40 -0.20
H 1.93 -5.72 0.84 0.05
H -2.49 -1.50 8.24 0.27
H -10.84 8.75 -7.92 0.34
H 5.64 3.35 -2.23 0.44
H 4.03 0.03 -0.82 0.28
H 4.20 -1.08 6.29 0.43
H 12.24 -2.66 -1.40 0.35
H -9.39 7.72 -6.45 0.27
H 2.36 1.76 1.82 0.29
H 5.07 -3.50 -0.19 0.40
H -6.52 3.77 -5.00 0.16
H 7.12 1.99 7.04 0.38
H -8.68 6.17 -6.01 0.28
H 5.77 -4.67 1.52 0.27
H -8.49 6.79 -7.66 0.25
H -10.18 4.97 -7.54 0.36
H -5.18 -1.67 3.46 0.28
H -12.14 7.86 -5.97 0.33
H -11.11 5.87 -6.36 0.25
H -4.77 4.80 -3.49 0.39
H 9.42 3.78 -4.21 0.38
H -13.74 6.33 -7.18 0.31
H 5.93 -5.20 4.53 0.31
H -2.57 -1.11 1.59 0.61
H 5.78 3.59 5.68 0.38
H -0.30 -1.12 6.54 0.19
```

Values from the calculation:
Multiplicity: 1
Highest occupied orbital energy: -0.24151 Ha

Gap between HOMO and LUMO per entry: 9.46 7.14 1.19 eV